C7H8CeCl2O4Yb | ωB97M-V/def2-TZVPD

Structure (XYZ):
```
23
Properties=species:S:1:pos:R:3:forces:R:3
Yb 0.5545 -1.2446 -4.6330 -0.7123 0.8878 -2.6484
Ce -0.1936 -0.0498 -0.6402 1.1787 5.4473 -0.9575
Cl -0.8472 0.7210 -4.3928 0.2771 -0.7180 1.6928
Cl 1.5235 -1.2817 -2.2930 0.1459 -0.3008 0.2026
C -0.8051 -1.7763 0.6499 -2.2602 -9.0491 8.3080
C -0.1459 -0.1003 -6.9142 -0.0299 1.6961 -5.3259
C 0.4756 -2.3314 -7.1456 -0.5059 -1.5682 -5.6534
O -0.9501 -2.5954 1.4822 0.8362 5.1101 -5.2855
O -0.2805 0.1901 -8.0244 0.2225 -0.5722 5.0900
O 0.3126 -2.4175 -8.2950 1.0149 -0.1291 6.0058
C -0.6832 1.1613 3.8128 0.0028 -0.5647 0.0917
C 0.8555 0.9042 3.8621 -0.0321 0.4940 -0.2431
C 1.1759 0.1926 2.5297 -0.9351 -0.2361 0.7812
O 0.0959 0.7645 1.5886 0.4861 -1.3124 -2.2591
C -1.0962 1.1722 2.3450 -0.3093 1.1769 0.3473
H -1.2582 0.3851 4.2990 0.1597 -0.3977 0.2811
H -0.9696 2.0691 4.3371 0.1840 0.2345 -0.2180
H 1.0958 0.2942 4.7431 0.0810 -0.0162 -0.4320
H 1.3913 1.8591 3.9746 -0.0786 -0.3891 -0.2625
H 2.1139 0.3178 1.9885 0.0973 0.4382 0.4391
H 0.9482 -0.8831 2.6233 0.0794 0.3115 -0.0205
H -1.8920 0.4824 2.0876 -0.3279 -0.4507 0.1989
H -1.4209 2.1664 2.0146 0.4257 -0.0921 -0.1326
```
Positions in Å, forces in eV/Å.

Computed properties:
Spin multiplicity = 3
Relative energy (zero: lowest compared OMol25 entry of this formula, charge and spin) = 0.00 kcal/mol
⟨S²⟩ = 2.002
HOMO energy (alpha / beta) = -23.04 / -23.04 eV
Kohn-Sham gap (alpha / beta) = 6.324 / 5.580 eV
Charge = +4
Total energy = -85035.0531 eV
E_LUMO (alpha / beta) = -16.713 / -17.458 eV

---

C6H12 | ωB97M-V/def2-TZVPD

Structure (XYZ):
```
18
Properties=species:S:1:pos:R:3:forces:R:3
C 0.9254 -1.4145 -1.2574 -0.0105 -0.0805 -0.0192
C 1.2104 0.0806 -1.1140 0.0215 0.0544 -0.0454
C 0.8994 0.6182 0.2903 -0.0069 -0.0262 0.0560
C -0.5575 0.9858 0.5403 0.0567 0.1321 -0.0428
C -1.2919 0.4680 1.7455 0.0062 0.0727 0.2398
C -1.7156 0.0346 0.3735 -0.0897 -0.1091 -0.1370
H -0.1198 -1.6513 -1.0458 0.1928 0.0237 -0.0979
H 1.5398 -1.9902 -0.5540 -0.0675 0.0780 -0.1230
H 1.1425 -1.7718 -2.2689 0.0215 0.0464 0.1160
H 2.2693 0.2584 -1.3432 -0.1537 -0.0185 0.0414
H 0.6361 0.6483 -1.8583 0.0652 -0.0797 0.1078
H 1.5010 1.5185 0.4756 -0.1104 -0.1531 -0.0134
H 1.2347 -0.1182 1.0352 -0.0959 0.0645 -0.1255
H -0.7979 2.0125 0.2653 0.0370 -0.1733 0.0284
H -0.7665 -0.2640 2.3548 -0.0895 0.1244 -0.0991
H -1.9364 1.1366 2.3070 0.0830 -0.0712 -0.0930
H -2.6397 0.4406 -0.0281 0.1474 -0.0345 0.0755
H -1.5334 -0.9923 0.0822 -0.0072 0.1499 0.1315
```
Positions in Å, forces in eV/Å.

Computed properties:
Spin multiplicity = 1
Relative energy (zero: lowest compared OMol25 entry of this formula, charge and spin) = 27.14 kcal/mol
SMILES = CCCC1CC1
HOMO energy = -10.10 eV
Kohn-Sham gap = 11.426 eV
Total energy = -6415.7639 eV
E_LUMO = 1.325 eV

---

C9H22N4O | ωB97M-V/def2-TZVPD

Structure (XYZ):
```
36
Properties=species:S:1:pos:R:3:forces:R:3
C 0.4022 -3.1644 0.1366 0.2849 -3.0125 -3.0564
C 0.4125 -0.8099 0.5155 3.1804 -0.9182 -0.5179
C 0.5392 -3.4065 -1.3215 2.9134 0.1503 -2.0979
C -4.4538 1.4018 -0.1733 1.3940 2.9035 -1.7799
C 2.1156 2.3923 -1.1408 1.3581 -3.6308 -0.7149
C -3.2530 2.3789 0.0633 0.3738 -3.3273 0.2916
C -1.8317 1.7007 -0.1761 -1.0397 1.3858 -0.5927
C -1.4985 0.7228 0.9172 0.6075 0.1011 0.6388
C 2.7522 0.2493 0.0829 -1.8183 1.1482 -0.3032
N 0.2413 -2.0344 0.6359 -0.9696 3.6299 2.3758
N 0.4464 -4.2417 0.8664 0.1556 -0.0434 -0.5642
N -0.0573 0.3248 0.7237 -2.9806 -0.2291 0.1077
N 3.8758 -0.0429 1.0077 0.3139 3.5641 3.0065
O 2.3290 1.5179 0.0854 -0.0085 1.2848 0.7371
H -0.1605 -4.1937 -1.7202 0.6197 1.2090 0.2059
H 0.7534 -2.4715 -1.9493 -1.5632 -1.1148 0.8857
H 1.6228 -3.7963 -1.4763 -1.6610 -0.1919 0.4974
H -4.5530 1.2800 -1.2690 -0.4115 0.0556 0.5905
H -4.2959 0.4734 0.2396 0.2040 -2.1110 1.1763
H -5.2738 1.9196 0.2779 -0.9592 -0.2126 -0.0622
H 1.1631 2.1115 -1.5365 -0.6734 -0.0781 -0.2770
H 2.8971 2.0812 -1.8839 -0.5988 0.7038 0.6814
H 2.1214 3.4020 -0.8762 0.3820 1.3334 0.8059
H -3.4371 3.2768 -0.4422 0.2598 1.1550 -1.2534
H -3.2526 2.6628 1.0908 0.0335 0.1935 1.0322
H -1.7003 1.2127 -1.2041 -0.2118 0.8744 1.3246
H -1.1636 2.5637 0.0034 0.2857 -0.3772 -0.7414
H -2.1480 -0.1337 0.9503 -0.0319 -0.4867 0.0504
H -1.4123 1.1839 1.9064 -0.8007 0.1161 -0.1425
H 3.0196 -0.0825 -0.8691 0.4072 -0.9817 -1.5534
H 0.6053 -5.1339 0.4595 -0.0052 -0.6360 -0.2336
H 0.2900 -4.1636 1.8175 -0.2854 -0.1275 2.2372
H 0.4286 1.1211 0.4346 1.7947 1.4022 -0.2727
H 3.9416 -1.0201 0.9798 0.4709 -1.9747 0.5870
H 3.7055 0.3471 2.0512 0.0960 -1.3945 -2.7460
H 4.8290 0.3706 0.7928 -1.1164 -0.3629 -0.3227
```
Positions in Å, forces in eV/Å.

Computed properties:
Spin multiplicity = 1
Relative energy (zero: lowest compared OMol25 entry of this formula, charge and spin) = 67.11 kcal/mol
HOMO energy (alpha / beta) = -15.07 / -15.77 eV
Kohn-Sham gap (alpha / beta) = 7.355 / 8.110 eV
Charge = +2
Total energy = -17677.2670 eV
E_LUMO (alpha / beta) = -7.715 / -7.658 eV

---

C3H2Br2 | ωB97M-V/def2-TZVPD

Structure (XYZ):
```
7
Properties=species:S:1:pos:R:3:forces:R:3
C -0.0422 -1.0018 -0.9085 0.7511 0.8017 0.7553
C 0.6584 -0.2306 -0.1379 -0.1921 0.0206 0.1195
C -0.2579 0.5468 0.6873 -0.1156 -0.9058 -0.8598
Br 2.5628 -0.1899 0.1110 -0.2466 0.0025 -0.1251
Br -1.1957 2.0131 0.0151 0.1747 0.1185 0.0535
H -1.0005 -1.2195 -1.3081 -0.4244 -0.1595 -0.1251
H -0.7250 0.0819 1.5412 0.0529 0.1221 0.1818
```
Positions in Å, forces in eV/Å.

Computed properties:
Spin multiplicity = 1
Relative energy (zero: lowest compared OMol25 entry of this formula, charge and spin) = 32.42 kcal/mol
HOMO energy (alpha / beta) = -9.09 / -8.71 eV
Kohn-Sham gap (alpha / beta) = 8.497 / 8.100 eV
Total energy = -143223.7711 eV
E_LUMO (alpha / beta) = -0.595 / -0.609 eV

---

C22H31MoN2O4S2Se2Si | ωB97M-V/def2-TZVPD

Structure (XYZ):
```
65
Properties=species:S:1:pos:R:3:forces:R:3
Mo 0.0358 -0.1009 -0.7888 -0.4288 -0.1395 -0.3554
O 3.3483 -0.9252 4.0046 -0.0031 0.0267 0.0107
C 3.3132 0.4890 3.8842 -0.0190 -0.0640 0.0019
C 2.4791 0.8685 2.6472 -0.0743 -0.0573 0.0940
C 2.3526 2.3945 2.6986 -0.0025 -0.0183 0.0091
O 2.1741 2.9002 1.3888 -0.0361 0.0416 0.0218
C 1.1408 0.1443 2.7829 0.0353 0.0927 0.0441
Se -0.3092 0.5805 1.5521 0.1122 -0.0372 -0.1941
C 3.2602 0.4002 1.4222 0.1033 0.0690 -0.0924
Se 2.3391 -0.3767 -0.1243 0.1231 -0.1180 0.1116
H 3.9139 -1.1592 4.7468 -0.0037 -0.0075 -0.0124
H 4.3249 0.8928 3.7654 -0.0088 0.0166 -0.0032
H 2.8630 0.9444 4.7744 -0.0026 0.0031 -0.0034
H 3.2661 2.8129 3.1366 0.0041 -0.0088 0.0117
H 1.5126 2.6713 3.3467 -0.0069 -0.0165 -0.0004
H 2.1997 3.8625 1.4189 -0.0051 -0.0135 0.0023
H 0.7087 0.3648 3.7617 -0.0119 0.0190 -0.0248
H 1.2897 -0.9268 2.7180 0.0389 -0.0579 -0.0126
H 3.8960 -0.4355 1.7080 0.0261 0.0178 0.0079
H 3.8880 1.1936 1.0195 -0.0463 0.0297 -0.0074
O -0.9254 -0.0575 -4.8225 -0.0093 0.0638 -0.0187
C -1.3054 -0.0127 -3.6844 0.0519 -0.1700 0.0172
O -0.4389 -0.0702 -2.6713 0.0545 0.1029 0.3809
C -2.7377 0.0871 -3.2991 -0.0098 0.0572 -0.0184
C -3.6589 0.0927 -4.3442 -0.0065 0.0103 0.0107
C -5.0107 0.2461 -4.0991 0.0058 -0.0046 -0.0012
C -5.4579 0.4107 -2.7946 -0.0023 -0.0009 0.0081
C -4.5553 0.4092 -1.7469 -0.0070 0.0009 -0.0093
C -3.1895 0.2363 -1.9863 -0.0060 -0.0021 0.0155
S -2.2398 0.1842 -0.4947 0.0735 0.0524 -0.0015
H -3.2788 -0.0167 -5.3504 0.0006 -0.0006 -0.0003
H -5.7134 0.2464 -4.9210 0.0017 0.0008 -0.0002
H -6.5123 0.5416 -2.5909 0.0024 0.0005 0.0010
H -4.9012 0.5365 -0.7290 0.0024 -0.0008 -0.0024
C -0.6520 2.8573 -3.0209 -0.0187 -0.0403 -0.0107
Si 0.2709 2.5193 -1.4397 0.0072 -0.0372 -0.0048
C -0.5268 3.6179 -0.1590 0.0005 0.0020 -0.0258
C 2.0873 2.7812 -1.7556 -0.0032 0.0462 -0.0324
H -0.5868 3.9424 -3.1590 0.0015 -0.0093 -0.0149
H -1.7133 2.6079 -2.9698 0.0171 0.0056 0.0088
H -0.2134 2.3817 -3.8968 0.0000 -0.0081 -0.0053
H -0.4304 4.6542 -0.5008 0.0134 -0.0142 0.0017
H -0.0938 3.5208 0.8290 0.0181 -0.0007 0.0633
H -1.5926 3.3885 -0.0990 0.0062 -0.0026 -0.0024
H 2.2183 3.7883 -2.1663 0.0067 -0.0033 0.0163
H 2.4479 2.0711 -2.5011 -0.0209 -0.0031 -0.0148
H 2.6826 2.6792 -0.8525 0.0092 0.0061 -0.0104
N 2.4182 -4.1415 -1.4631 -0.0389 0.0485 0.0192
C 1.3962 -3.4760 -0.9187 0.2110 -0.1872 0.0831
S 0.6395 -2.3166 -1.9359 -0.0789 0.1850 0.0271
N 1.0609 -3.8073 0.3263 -0.0630 0.1270 -0.1070
C -0.0824 -3.3977 1.0788 -0.0297 -0.0718 0.0373
C 0.1004 -3.1450 2.4309 0.0171 0.0183 -0.0214
C -0.9887 -2.8015 3.2151 0.0140 0.0009 0.0172
C -2.2539 -2.7206 2.6514 -0.0153 0.0000 -0.0105
C -2.4303 -3.0111 1.3066 -0.0097 0.0377 0.0006
C -1.3490 -3.3616 0.5135 0.0154 0.0140 -0.0354
H 2.7601 -3.8466 -2.3624 -0.0091 -0.0075 0.0016
H 2.8217 -4.9599 -1.0362 -0.0025 -0.0104 -0.0108
H 1.7035 -4.4099 0.8206 0.0005 0.0041 0.0233
H 1.0920 -3.2118 2.8646 0.0073 0.0051 0.0044
H -0.8466 -2.5998 4.2687 -0.0004 0.0009 -0.0010
H -3.1033 -2.4499 3.2637 -0.0004 -0.0001 -0.0015
H -3.4187 -2.9737 0.8683 0.0033 -0.0039 0.0009
H -1.4892 -3.6083 -0.5298 -0.0036 0.0110 0.0140
```
Positions in Å, forces in eV/Å.

Computed properties:
Spin multiplicity = 1
HOMO energy = -10.86 eV
Kohn-Sham gap = 6.598 eV
Charge = +1
Total energy = -196580.0044 eV
E_LUMO = -4.267 eV

---

C3H6N2 | ωB97M-V/def2-TZVPD

Structure (XYZ):
```
11
Properties=species:S:1:pos:R:3:forces:R:3
C 0.2833 0.3127 -0.1726 -1.1139 -1.6810 1.4524
C -0.0471 -0.7648 0.6119 1.4151 0.9943 -0.6552
C -1.3106 -0.6904 1.4842 1.8581 -2.3093 0.2341
N 2.1059 0.8050 -2.4054 -1.6746 1.9424 0.4380
N 1.3868 1.4827 -1.6993 1.4684 -2.4528 -1.1980
H 0.5598 -1.6841 0.8261 -0.2171 1.1364 -0.7221
H -0.4032 1.1494 -0.2382 0.0914 0.0930 -0.0705
H -1.1331 0.0016 2.2838 0.1801 -0.4047 1.1459
H -1.9986 -0.1974 0.9429 -2.7946 1.5533 -2.0789
H -1.7407 -1.7212 1.7137 0.8094 1.4912 0.2061
H 2.2974 1.3066 -3.3471 -0.0224 -0.3627 1.2481
```
Positions in Å, forces in eV/Å.

Computed properties:
Spin multiplicity = 1
Relative energy (zero: lowest compared OMol25 entry of this formula, charge and spin) = 134.63 kcal/mol
HOMO energy (alpha / beta) = -8.72 / -8.66 eV
Kohn-Sham gap (alpha / beta) = 8.915 / 8.963 eV
Total energy = -6182.7068 eV
E_LUMO (alpha / beta) = 0.194 / 0.298 eV

---

C5H10O | ωB97M-V/def2-TZVPD

Structure (XYZ):
```
16
Properties=species:S:1:pos:R:3:forces:R:3
C 1.9224 -0.2112 0.2801 0.0904 -0.1443 0.1224
C 0.8419 0.5542 -0.4687 0.0334 0.1630 -0.2046
C -0.5901 0.0833 -0.2545 -0.4481 0.1377 0.6900
C -0.8604 -1.1589 0.5783 0.3148 -0.3262 0.1677
C -1.6675 1.0904 -0.3327 -0.1436 0.2802 0.0229
O -1.4180 0.1913 -1.4061 -0.0514 0.0314 -0.4201
H 1.9902 -1.2539 -0.0486 0.0012 0.1748 0.0403
H 1.7456 -0.2143 1.3628 0.0441 0.0217 -0.1828
H 2.8943 0.2524 0.0994 -0.0409 -0.0380 0.0425
H 1.0137 0.4876 -1.5479 0.1001 0.0150 0.0815
H 0.9136 1.6197 -0.2137 -0.0320 -0.1968 -0.0396
H 0.0000 -1.8420 0.5928 -0.2699 0.1766 -0.0922
H -1.0840 -0.9230 1.6291 0.0264 0.0409 -0.3197
H -1.7020 -1.7073 0.1464 0.0194 0.1849 0.1186
H -1.4108 2.1406 -0.5376 -0.0514 -0.4471 0.0871
H -2.6279 0.9514 0.1819 0.4075 -0.0737 -0.1140
```
Positions in Å, forces in eV/Å.

Computed properties:
Spin multiplicity = 1
Relative energy (zero: lowest compared OMol25 entry of this formula, charge and spin) = 30.62 kcal/mol
SMILES = CC[C@@]1(C)CO1
HOMO energy = -10.05 eV
Kohn-Sham gap = 11.070 eV
Total energy = -7393.4375 eV
E_LUMO = 1.024 eV